[1]
Formula: C27H72O9
Source: OMol25
Level of theory: ωB97M-V with the def2-TZVPD basis set

Summary:
F_max   1.42 eV/A
Molecular weight   540.9 g mol⁻¹
SMILES   CC(C)O.CC(C)O.CC(C)O.CC(C)O.CC(C)O.CC(C)O.CC(C)O.CC(C)O.CC(C)O
Energy above the lowest of the compared OMol25 structures with the same formula, charge and spin   99.2 kJ/mol
LUMO energy   0.0163 Eh

```
108
C27H72O9 ωB97M-V with the def2-TZVPD basis set
C -3.5860 -1.1299 0.3008
C -4.8288 -1.0104 -0.5973
C -6.0005 -0.4733 0.1810
O -4.5339 -0.0916 -1.6520
H -3.7497 -1.7464 1.1899
H -3.4116 -0.1120 0.6475
H -2.7650 -1.5664 -0.2658
H -5.0893 -1.9978 -1.0009
H -6.8792 -0.3443 -0.4602
H -5.7602 0.5011 0.6080
H -6.3335 -1.1772 0.9439
H -3.9068 -0.4897 -2.2649
C 0.9704 4.0312 -4.1035
C 2.2010 4.2285 -3.2216
C 1.8981 4.0410 -1.7464
O 3.2493 3.3259 -3.5902
H 0.3216 4.9011 -3.9923
H 0.4123 3.1510 -3.7728
H 1.2605 3.8970 -5.1440
H 2.6208 5.2214 -3.3891
H 1.5030 3.0591 -1.4811
H 1.1162 4.7474 -1.4440
H 2.8338 4.1969 -1.2082
H 2.8150 2.5172 -3.9242
C -1.8439 -4.3616 -1.3514
C -0.9327 -3.4686 -2.1481
C 0.5170 -3.9240 -2.1629
O -1.4471 -3.2544 -3.4605
H -2.8441 -3.9056 -1.3323
H -1.5988 -4.4494 -0.2925
H -1.9807 -5.3382 -1.8209
H -0.9324 -2.4549 -1.7342
H 0.8194 -4.1852 -1.1515
H 1.1606 -3.1283 -2.5407
H 0.6529 -4.7703 -2.8420
H -1.8540 -4.0595 -3.7994
C 2.4564 -3.5807 2.2299
C 3.7666 -3.4490 1.4463
C 3.5485 -3.1803 -0.0143
O 4.5408 -2.3858 2.0055
H 1.7808 -4.3079 1.7564
H 1.9626 -2.6213 2.3585
H 2.6079 -4.0513 3.2101
H 4.2933 -4.3989 1.5896
H 3.2239 -2.1731 -0.2707
H 2.8672 -3.9055 -0.4433
H 4.5080 -3.2953 -0.5361
H 4.9050 -2.6517 2.8546
C 2.6338 -0.0014 -2.3000
C 3.4219 -0.1968 -3.5948
C 3.4063 -1.6476 -4.0444
O 2.8165 0.6429 -4.5924
H 1.8213 -0.7335 -2.2286
H 2.1741 0.9845 -2.2584
H 3.2823 -0.1430 -1.4366
H 4.4401 0.1576 -3.3920
H 3.7374 -2.2921 -3.2243
H 4.0461 -1.8170 -4.9131
H 2.3908 -1.9412 -4.3132
H 3.2914 0.5736 -5.4262
C 0.2004 1.5078 0.5797
C -0.1313 0.1630 1.2124
C 0.5121 -1.0177 0.5037
O 0.2459 0.2166 2.5813
H 1.2458 1.7557 0.7737
H -0.4511 2.2644 1.0096
H 0.0926 1.4806 -0.5111
H -1.2035 -0.0221 1.1815
H 1.5940 -0.9584 0.5998
H 0.1889 -1.0475 -0.5396
H 0.1304 -1.9305 0.9682
H 1.2099 0.0889 2.6505
C -3.8429 3.1355 -0.0349
C -3.9708 3.4810 -1.5148
C -2.7252 3.0370 -2.2614
O -5.1608 2.9713 -2.0641
H -4.7208 3.4309 0.5471
H -2.9831 3.6478 0.4017
H -3.7814 2.0500 0.0781
H -4.0190 4.5707 -1.5927
H -2.4583 1.9919 -2.0590
H -1.8686 3.6411 -1.9529
H -2.8455 3.1154 -3.3445
H -5.0685 2.0237 -2.2414
C -2.6045 -0.6150 5.0896
C -3.8052 0.2250 5.4656
C -4.4734 0.8302 4.2423
O -4.8113 -0.5963 6.1203
H -1.8573 -0.0180 4.5667
H -2.9163 -1.5084 4.5496
H -2.1111 -0.9821 5.9986
H -3.5216 1.0214 6.1610
H -3.7255 1.3396 3.6145
H -5.2109 1.5749 4.5246
H -4.8611 0.0446 3.5934
H -4.7755 -0.4313 7.0654
C 4.3054 1.8507 4.0434
C 3.8753 1.3301 2.6800
C 4.9966 1.2783 1.6661
O 3.1818 0.0885 2.8201
H 4.8260 1.0309 4.5592
H 3.4277 2.0638 4.6557
H 4.9489 2.7264 4.0384
H 3.1382 2.0371 2.2695
H 5.7596 0.5309 1.9384
H 5.5016 2.2414 1.6207
H 4.6755 0.9839 0.6655
H 3.8505 -0.6086 2.6418
```

Atom charges from the Löwdin analysis, given in e for atoms 1 to 5: -0.047, -0.480, -0.053, -0.058, 0.088

---

[2]
Formula: C27H73FNO8S
Source: OMol25
Level of theory: ωB97M-V with the def2-TZVPD basis set

Summary:
F_max   2.14 eV/A
Molecular weight   590.9 g mol⁻¹
Energy above the lowest of the compared OMol25 structures with the same formula, charge and spin   25.7 kJ/mol
LUMO energy   -0.1252 Eh
Total charge   +1

```
111
C27H73FNO8S ωB97M-V with the def2-TZVPD basis set
C -2.6499 0.1832 1.0915
C -1.7222 0.3925 -0.1390
S -0.0025 0.8942 0.2731
C 0.0400 2.5184 1.0883
N -0.6192 3.6243 0.3086
F -0.8126 4.6585 1.1769
H -2.5559 0.9688 1.8537
H -3.6776 0.2494 0.7124
H -2.5644 -0.8024 1.5561
H -1.6738 -0.5291 -0.7261
H -2.1782 1.1936 -0.7377
H 1.0872 2.8085 1.2167
H -0.4336 2.4767 2.0747
H -0.0164 3.9184 -0.4691
H -1.5243 3.3516 -0.0921
C 1.3427 0.9672 4.9479
C 1.6891 0.4348 3.5655
C 2.5606 -0.8059 3.6513
O 2.3707 1.4484 2.8165
H 2.2480 1.2488 5.4917
H 0.7242 1.8650 4.8728
H 0.8039 0.2221 5.5343
H 0.7705 0.2021 3.0219
H 3.5058 -0.5802 4.1509
H 2.8093 -1.1712 2.6542
H 2.0587 -1.6040 4.2007
H 3.1831 1.6621 3.2852
C 2.2085 7.6652 2.0135
C 2.9753 6.6781 2.8837
C 3.6908 5.6445 2.0280
O 2.0788 6.0257 3.7832
H 1.4452 7.1478 1.4220
H 1.6904 8.4015 2.6285
H 2.8791 8.1903 1.3314
H 3.7006 7.2140 3.4965
H 2.9713 5.0642 1.4383
H 4.2343 4.9343 2.6528
H 4.3969 6.1186 1.3445
H 1.4317 5.5488 3.2589
C 4.6133 0.4959 0.0858
C 5.6228 0.6486 1.2134
C 7.0066 0.9750 0.6757
O 5.6706 -0.5581 1.9776
H 4.8969 -0.3241 -0.5801
H 3.6259 0.2554 0.4875
H 4.5375 1.4121 -0.5045
H 5.2978 1.4409 1.8922
H 7.3695 0.1720 0.0283
H 7.7212 1.0720 1.4946
H 7.0040 1.9019 0.1050
H 5.9567 -1.2639 1.3916
C 10.6108 3.3288 -2.0554
C 9.2113 3.0258 -2.5667
C 8.7971 4.0010 -3.6577
O 8.2784 3.0854 -1.4848
H 10.6545 4.3313 -1.6203
H 10.8918 2.6262 -1.2696
H 11.3473 3.2670 -2.8579
H 9.1762 2.0066 -2.9547
H 8.7821 5.0255 -3.2747
H 7.7892 3.7759 -4.0104
H 9.4808 3.9588 -4.5069
H 8.2965 3.9787 -1.1302
C 2.7976 -2.6610 -2.0224
C 1.3970 -2.9595 -2.5339
C 0.9840 -1.9801 -3.6215
O 0.4659 -2.8994 -1.4516
H 2.8434 -1.6587 -1.5845
H 3.0772 -3.3663 -1.2383
H 3.5337 -2.7225 -2.8256
H 1.3586 -3.9771 -2.9242
H 0.9725 -0.9559 -3.2343
H -0.0248 -2.2015 -3.9736
H 1.6664 -2.0213 -4.4717
H 0.4900 -2.0074 -1.0969
C -6.3782 -1.4527 -0.2154
C -5.7687 -0.8585 -1.4736
C -6.3530 -1.4960 -2.7228
O -4.3500 -1.0504 -1.4486
H -6.1684 -2.5226 -0.1596
H -5.9435 -0.9950 0.6768
H -7.4596 -1.3062 -0.1896
H -5.9429 0.2204 -1.4953
H -6.1508 -2.5645 -2.7424
H -5.8995 -1.0677 -3.6192
H -7.4321 -1.3481 -2.7733
H -4.1843 -1.9989 -1.4289
C -9.7704 -4.4832 -2.0937
C -9.1551 -3.9009 -3.3569
C -9.7504 -4.5322 -4.6057
O -7.7407 -4.1012 -3.3408
H -9.5773 -5.5576 -2.0300
H -9.3292 -4.0251 -1.2065
H -10.8495 -4.3230 -2.0687
H -9.3189 -2.8218 -3.3795
H -9.5569 -5.6083 -4.6240
H -9.2951 -4.1096 -5.5025
H -10.8288 -4.3732 -4.6542
H -7.5786 -5.0488 -3.3215
C -4.7812 -3.8786 3.0451
C -5.0672 -4.7373 1.8229
C -4.5586 -6.1576 2.0116
O -4.4554 -4.1537 0.6704
H -3.7040 -3.8109 3.2257
H -5.1461 -2.8610 2.8920
H -5.2566 -4.2886 3.9373
H -6.1416 -4.7557 1.6322
H -3.4749 -6.1637 2.1587
H -4.7647 -6.7588 1.1251
H -5.0281 -6.6348 2.8731
H -3.5061 -4.1306 0.8202
```

Atom charges from the Löwdin analysis, given in e for atoms 1 to 5: -0.131, -0.491, 0.906, -0.402, 0.072